1.
Here is a 2-piece molecular cluster, C5H14 overall at a distorted geometry from the OMol25 dataset. Energies are from ωB97M-V/def2-TZVPD.

Each line ends with the Mulliken charge.
Positions of all 19 atoms, in Å:
C: -1.582 -1.111 2.345  -0.9267
C: -1.885 0.154 1.578  -0.7556
H: -2.519 -1.641 2.589  0.3132
H: -0.936 -1.862 1.928  0.3110
H: -1.258 -0.957 3.380  0.2854
H: -1.092 0.881 1.467  0.2568
H: -2.611 0.693 2.209  0.3182
H: -2.333 -0.112 0.617  0.2209
C: 1.084 0.894 -1.496  -0.2253
C: 1.667 0.192 -2.704  -1.1645
C: 1.132 0.132 -0.184  -0.7776
H: 1.477 1.905 -1.356  0.3155
H: 0.040 1.059 -1.729  0.2549
H: 1.517 0.721 -3.651  0.3341
H: 0.532 0.689 0.523  -0.0058
H: 0.723 -0.873 -0.291  0.2907
H: 2.138 -0.011 0.238  0.3602
H: 2.752 0.012 -2.647  0.2992
H: 1.155 -0.765 -2.817  0.2954

SMILES string ... CCC.CC
Gap between HOMO and LUMO ... 12.5 eV
Energy ... -5411.6968 eV
HOMO energy ... -11.29 eV

***

2.
Here is one molecule with the formula C15H16FN3O2S at a distorted geometry from the OMol25 dataset. Energies are from ωB97M-V/def2-TZVPD.

Each line ends with the Mulliken charge.
Positions of all 38 atoms, in Å:
O: -3.119 -3.569 -0.030  -0.6215
C: -2.343 -2.648 0.038  0.1221
N: -1.020 -2.830 -0.253  -0.0395
C: 0.056 -1.983 -0.190  0.4565
N: 1.085 -2.141 -0.951  -0.9929
N: 2.057 -1.276 -0.722  0.0236
C: 1.829 -0.442 0.223  0.0506
C: 2.759 0.621 0.677  0.6194
H: 2.214 1.283 1.354  0.6309
C: 3.351 1.394 -0.526  -1.0068
H: 2.948 0.985 -1.451  0.3459
H: 3.091 2.450 -0.479  0.3410
C: 4.865 1.173 -0.467  -0.6555
C: 5.011 -0.147 0.283  -0.6151
C: 3.973 -0.013 1.389  -1.0269
H: 3.724 -0.965 1.856  0.3404
H: 4.333 0.667 2.163  0.3707
H: 6.016 -0.308 0.669  0.3932
H: 4.740 -0.975 -0.372  0.2794
H: 5.311 1.143 -1.459  0.3375
H: 5.343 1.974 0.101  0.3072
S: 0.261 -0.692 0.986  -0.2481
H: -0.811 -3.718 -0.701  0.2824
C: -2.780 -1.246 0.447  -0.5645
O: -2.191 -0.316 -0.429  -0.3562
C: -2.268 1.009 -0.122  0.4102
C: -1.434 1.866 -0.849  0.8201
C: -1.419 3.226 -0.632  -0.5613
C: -2.249 3.767 0.337  -0.4047
C: -3.077 2.938 1.069  -0.7453
C: -3.089 1.569 0.847  -0.5265
H: -3.747 0.943 1.430  0.3940
H: -3.725 3.352 1.826  0.3864
H: -2.244 4.830 0.516  0.3843
H: -0.756 3.843 -1.218  0.4605
F: -0.612 1.337 -1.778  -0.3510
H: -3.876 -1.217 0.390  0.4884
H: -2.471 -1.064 1.488  0.4711

SMILES string ... O=C(COc1ccccc1F)Nc1nnc(C2CCCC2)s1
Gap between HOMO and LUMO ... 9.5 eV
Energy ... -37932.1244 eV
HOMO energy ... -9.10 eV

***

3.
Here is one molecule with the formula C5H12S at a distorted geometry from the OMol25 dataset. Energies are from ωB97M-V/def2-TZVPD.

Each line ends with the Mulliken charge.
Positions of all 18 atoms, in Å:
C: 2.054 0.892 1.234  -1.0194
C: 1.771 -0.609 0.876  -0.6014
C: 0.312 -1.062 1.131  -0.6887
C: -0.750 -0.098 0.646  -0.6398
S: -0.497 0.386 -1.076  -0.0618
C: -2.129 0.029 -1.723  -0.9424
H: 2.106 1.489 0.330  0.2681
H: 2.971 0.889 1.814  0.3411
H: 1.271 1.284 1.885  0.2646
H: 2.008 -0.766 -0.173  0.3801
H: 2.412 -1.177 1.544  0.3903
H: 0.207 -2.051 0.674  0.2816
H: 0.244 -1.300 2.198  0.3304
H: -0.819 0.730 1.355  0.3486
H: -1.735 -0.565 0.709  0.4281
H: -2.882 0.492 -1.076  0.2920
H: -2.383 0.424 -2.701  0.3268
H: -2.296 -1.046 -1.708  0.3019

SMILES string ... CCCCSC
Gap between HOMO and LUMO ... 9.5 eV
Energy ... -16214.4918 eV
HOMO energy ... -8.48 eV

***

4.
Here is a 2-piece molecular cluster, C2H5N5 overall at a distorted geometry from the OMol25 dataset. Energies are from ωB97M-V/def2-TZVPD.

Each line ends with the Mulliken charge.
Positions of all 12 atoms, in Å:
C: 2.334 0.209 -0.828  0.3732
C: -2.448 0.636 0.367  0.4608
N: 3.157 0.427 -1.681  -0.4798
N: -2.932 -0.408 0.007  -0.4893
N: -1.725 1.497 0.847  -0.4764
N: 1.689 -0.393 1.327  -0.5023
N: 1.489 -0.142 -0.047  -0.1212
H: -3.584 -1.003 0.569  0.2755
H: -1.937 2.474 0.751  0.2376
H: 3.270 1.211 -2.269  0.2587
H: 0.858 -0.558 1.843  0.2228
H: 2.247 -1.246 1.483  0.2403

SMILES string ... N=C=NN.N=C=N
Gap between HOMO and LUMO ... 9.2 eV
Energy ... -9602.6032 eV
HOMO energy ... -8.43 eV

***

5.
Here is an isolated ion of composition C19H31N2O6 and charge +1 from the OMol25 dataset. Energies are from ωB97M-V/def2-TZVPD.

Each line ends with the Mulliken charge.
Positions of all 58 atoms, in Å:
C: 2.283 2.946 2.691  -1.0454
C: 3.432 2.995 1.697  -0.2845
H: 4.397 2.944 2.205  0.3439
H: 3.373 3.905 1.094  0.3359
O: 3.429 1.858 0.820  -0.4380
C: 2.610 1.929 -0.232  0.6948
O: 1.871 2.844 -0.496  -0.6284
N: 2.674 0.795 -0.997  0.1887
C: 3.541 -0.326 -0.703  -0.8420
H: 4.548 -0.171 -1.110  0.3926
C: 2.921 -1.589 -1.310  -0.4895
N: 1.450 -1.459 -1.241  0.4460
C: 0.731 -2.747 -1.346  -0.8196
H: 1.254 -3.399 -2.050  0.3306
H: -0.279 -2.562 -1.715  0.4769
C: 0.634 -3.441 0.022  -0.1481
O: 1.941 -3.742 0.440  -0.5043
H: 1.924 -4.206 1.285  0.3802
H: 0.051 -4.365 -0.116  0.4316
C: -0.122 -2.565 1.037  -0.4238
H: -1.131 -2.364 0.655  0.2615
O: 0.583 -1.351 1.234  -0.3916
C: -0.173 -0.330 1.908  -1.0504
C: -1.305 0.188 1.064  -0.3077
C: -1.073 1.147 0.094  -0.8297
C: -2.108 1.594 -0.718  -0.7067
C: -3.389 1.088 -0.576  0.7843
C: -3.636 0.108 0.420  0.9334
C: -2.594 -0.328 1.219  -0.5606
H: -2.779 -1.050 2.000  0.5528
O: -4.915 -0.325 0.498  -0.4489
C: -5.277 -1.208 1.533  -0.8932
H: -5.065 -0.780 2.518  0.3546
H: -4.771 -2.174 1.436  0.3434
H: -6.350 -1.355 1.429  0.2511
O: -4.462 1.451 -1.308  -0.4533
C: -4.329 2.503 -2.236  -0.8914
H: -5.324 2.656 -2.648  0.2477
H: -3.640 2.240 -3.046  0.3500
H: -3.990 3.424 -1.753  0.3661
H: -1.900 2.361 -1.446  0.4987
H: -0.097 1.594 -0.014  0.9102
H: 0.559 0.455 2.105  -0.0410
H: -0.539 -0.730 2.859  0.5787
H: -0.213 -3.095 1.994  0.4125
C: 0.977 -0.451 -2.216  -0.3840
C: 1.969 0.727 -2.250  -1.1107
H: 2.684 0.611 -3.071  0.3807
H: 1.439 1.672 -2.386  0.4358
H: 0.906 -0.912 -3.204  0.5516
H: -0.014 -0.114 -1.904  0.1971
H: 1.223 -1.118 -0.262  0.1091
H: 3.226 -2.467 -0.742  0.3387
H: 3.209 -1.720 -2.355  0.4281
H: 3.624 -0.417 0.381  0.4487
H: 2.366 3.787 3.373  0.4516
H: 1.330 3.016 2.171  0.2458
H: 2.316 2.024 3.268  0.2392

Charge ... +1
SMILES string ... CCOC(=O)N1CC[NH+](C[C@@H](O)COCc2ccc(OC)c(OC)c2)CC1
Gap between HOMO and LUMO ... 8.6 eV
Energy ... -35464.9883 eV
HOMO energy ... -10.69 eV

***

6.
Here is a 3-piece molecular cluster, C3H12N2O2 overall at a distorted geometry from the OMol25 dataset. Energies are from ωB97M-V/def2-TZVPD.

Each line ends with the Mulliken charge.
Positions of all 19 atoms, in Å:
C: 0.734 1.520 -1.153  -1.4002
C: 0.258 0.282 -0.424  0.4442
N: -0.230 -2.513 0.344  -0.4357
C: 0.562 -2.073 -0.715  0.0035
N: 0.652 -0.902 -1.159  -0.4824
H: 0.488 1.539 -2.213  0.3218
H: 1.816 1.541 -1.158  0.4045
H: 0.373 2.412 -0.627  0.3322
H: -0.838 0.358 -0.286  0.3072
H: 0.755 0.231 0.547  -0.2139
H: -0.698 -1.794 0.884  0.2191
H: -0.763 -3.351 0.320  0.2073
H: 0.997 -2.933 -1.224  0.3610
H: 2.073 -0.281 2.633  0.3139
H: 1.341 1.003 2.761  0.3043
O: 1.431 0.162 3.211  -0.6560
H: -3.137 2.106 -0.045  0.2866
H: -3.233 1.218 -1.184  0.2775
O: -2.580 1.473 -0.511  -0.5947

SMILES string ... CC/N=C\N.O.O
Gap between HOMO and LUMO ... 9.1 eV
Energy ... -10380.0844 eV
HOMO energy ... -8.57 eV

***

7.
Here is one molecule with the formula C3H10N3O2P at a distorted geometry from the OMol25 dataset. Energies are from ωB97M-V/def2-TZVPD.

Each line ends with the Mulliken charge.
Positions of all 19 atoms, in Å:
C: -0.289 1.268 -1.422  0.3677
C: 0.696 0.202 0.826  -0.3163
C: -0.256 -0.089 -0.620  0.3241
N: -0.003 1.118 1.706  -0.5633
N: 0.358 -1.182 -1.423  -0.5603
N: -1.512 -0.328 -0.021  -0.6213
O: -0.967 2.336 -0.894  -0.4835
O: 0.158 1.285 -2.561  -0.5736
P: 1.124 -1.534 1.687  -0.0885
H: 1.757 0.636 0.471  0.4228
H: 0.522 1.382 2.629  0.2834
H: -0.941 0.751 1.801  0.2636
H: 1.009 -0.824 -2.163  0.2702
H: -0.346 -1.708 -1.896  0.2164
H: -2.164 -0.377 -0.775  0.2801
H: -1.283 2.090 0.026  0.3915
H: -1.458 -1.255 0.383  0.2923
H: 1.096 -2.415 0.483  0.0523
H: 2.500 -1.357 1.764  0.0424

SMILES string ... N[C@@H](P)C(N)(N)C(=O)O
Gap between HOMO and LUMO ... 9.6 eV
Energy ... -21125.9035 eV
HOMO energy ... -8.92 eV

***

8.
Here is a 2-piece molecular cluster, C3H11O overall at a distorted geometry from the OMol25 dataset. Energies are from ωB97M-V/def2-TZVPD.

Each line ends with the Mulliken charge.
Positions of all 15 atoms, in Å:
O: -1.334 -1.119 -1.605  -0.2812
H: -1.886 -0.970 -2.317  0.4237
H: -1.440 -0.483 -0.918  0.3315
H: -0.432 -1.350 -1.939  0.4499
C: 0.757 -0.905 0.850  -0.9714
C: 0.063 0.394 0.958  -0.4045
C: 0.450 1.521 0.017  -0.9857
H: 1.375 -1.147 1.765  0.3110
H: 1.383 -0.999 -0.098  0.2831
H: 0.047 -1.819 0.827  0.2597
H: 0.108 0.794 2.064  0.2831
H: -1.036 0.255 0.930  0.4023
H: -0.062 2.436 0.463  0.3010
H: 1.591 1.741 0.104  0.2958
H: 0.416 1.653 -1.101  0.3016

Charge ... +1
Gap between HOMO and LUMO ... 9.8 eV
Energy ... -5327.2228 eV
HOMO energy ... -14.74 eV